(1)
Below is a 11-piece molecular cluster, C36H54F2N6O9S3 overall at a distorted geometry, with properties calculated with wB97M-V/def2-TZVPD.

Structure (XYZ):
```
110
Properties=species:S:1:pos:R:3:forces:R:3:mulliken_charge:R:1
C -3.1380 -3.0877 -0.4044 1.30 1.97 2.74 0.038
S -4.0705 -4.1891 0.6515 -1.01 0.48 -0.85 0.366
O -4.5006 -3.3032 1.7682 0.30 0.30 0.95 -0.634
C -5.6295 -4.1732 -0.3009 1.01 1.10 -0.98 -0.901
H -2.7919 -3.4778 -1.3060 0.36 -0.88 -1.46 0.686
H -2.2174 -2.7600 0.2366 -1.51 -0.77 -1.13 -0.282
H -3.6981 -2.1462 -0.5488 -0.02 -0.57 -0.07 -0.346
H -5.5589 -4.6568 -1.2815 -0.13 -0.28 0.38 0.358
H -5.8430 -3.0954 -0.4893 0.17 -0.68 0.26 0.204
H -6.3604 -4.5528 0.3776 -0.54 -0.55 0.18 0.399
C 1.5422 -3.6122 -3.0013 1.08 -1.35 0.45 -1.115
S 0.9928 -2.5790 -1.6816 0.97 -0.09 1.04 0.566
O 2.0985 -2.5870 -0.6397 -0.96 -0.01 -0.89 -0.779
C 1.1534 -1.1138 -2.6486 0.68 0.34 0.47 -0.204
H 1.7266 -4.5911 -2.5163 0.20 0.44 -0.41 0.386
H 2.4548 -3.2129 -3.4896 -0.54 -0.32 0.36 0.302
H 0.7423 -3.7710 -3.6919 -0.53 0.11 -0.64 0.388
H 0.8451 -0.3308 -1.9603 -0.05 0.18 -0.32 -1.061
H 0.4270 -1.2961 -3.4339 -0.01 0.55 -0.43 0.601
H 2.2115 -0.9912 -2.9923 -0.95 -0.09 0.16 0.591
C 0.9714 0.3229 1.2522 -1.02 0.45 0.19 0.530
S -0.7662 0.5079 0.8727 -0.75 0.35 -0.91 0.589
O -0.9177 -0.0130 -0.5806 -0.01 0.10 0.90 -0.289
C -1.3920 -0.7197 2.0271 -0.21 0.79 -0.33 -0.481
H 1.1244 -0.7474 1.2012 0.75 -0.06 -0.07 0.273
H 1.1048 0.7574 2.2519 0.09 -0.39 -0.18 -0.706
H 1.4937 0.9455 0.5241 0.17 -0.39 -0.03 0.021
H -0.8460 -1.6191 1.8719 0.21 -0.94 -0.15 0.198
H -2.4797 -0.8107 2.0409 0.33 -0.06 -0.59 -0.108
H -1.1398 -0.3166 2.9863 0.40 0.24 0.75 0.336
C 0.7618 2.5089 -2.9523 -1.14 -1.03 0.56 1.098
C 1.0111 3.6427 -1.9632 0.35 1.08 -1.11 0.251
O 2.1650 4.3328 -2.5249 -1.59 0.00 1.44 -0.336
C 2.6780 3.6000 -3.4795 0.96 -0.18 -1.14 0.499
O 3.6461 3.9347 -4.1024 -0.05 -0.67 -0.03 -0.598
O 1.9704 2.4700 -3.6775 0.75 -0.17 -0.70 -0.316
F 1.3728 3.1391 -0.7759 -0.01 0.04 0.84 -0.127
H -0.0971 2.7434 -3.6561 0.98 -0.49 0.96 0.047
H 0.6512 1.4984 -2.3740 -0.14 2.08 -1.21 -0.736
H 0.2497 4.4299 -1.8940 -0.03 -0.58 0.39 0.158
C 6.3702 2.3272 -3.6057 -1.95 0.96 -0.33 -0.391
C 5.7605 1.0555 -4.1216 1.24 -1.33 -0.15 0.369
O 4.9793 0.6130 -3.0703 -0.83 -0.65 0.59 -0.300
C 4.9662 1.5152 -2.0325 -0.59 -0.12 0.46 0.671
O 4.2807 1.4638 -1.0478 0.39 -0.54 -1.02 -0.495
O 5.7990 2.4921 -2.3057 0.57 0.54 0.19 -0.371
F 6.7402 0.0880 -4.4649 -0.63 0.73 0.84 -0.345
H 5.9454 3.1384 -4.2124 0.77 0.07 0.15 0.236
H 7.4099 2.2919 -3.4812 1.46 0.05 -0.29 0.380
H 5.1939 1.1131 -5.0230 -0.62 0.34 -0.47 0.215
N 2.5841 2.1613 3.6590 -0.33 -0.24 -0.32 0.041
C 1.6117 3.1057 3.4375 0.06 -0.10 0.26 -0.635
C 0.5008 2.7694 4.1528 0.58 -1.19 -0.05 -0.832
C 0.8067 1.5305 4.7793 0.28 0.60 -0.62 -0.212
C 2.0583 1.1212 4.4282 1.38 0.76 0.61 -0.782
H 3.4779 2.1850 3.1869 -0.27 -0.26 0.22 0.293
H 1.7485 3.9352 2.7882 0.37 0.41 -0.36 0.504
H -0.4655 3.2051 4.2075 -0.35 0.66 -0.11 0.495
H 0.1643 1.1003 5.4639 -1.03 -1.25 1.16 0.736
H 2.7094 0.3302 4.8572 -0.75 0.88 -0.74 0.241
N 1.7734 -2.1056 4.7384 -0.79 0.56 -0.13 0.132
C 0.5617 -2.6511 4.3291 0.87 0.17 2.26 -0.701
C -0.2134 -2.7885 5.4661 1.13 1.09 0.69 -0.702
C 0.5106 -2.1858 6.5750 0.04 -0.94 -1.02 -0.667
C 1.7034 -1.7641 6.0597 0.66 0.16 -0.04 -0.465
H 2.5094 -1.7731 4.1245 -0.19 -0.27 -0.07 0.258
H 0.4892 -2.9706 3.3382 -0.43 -0.47 -1.21 0.734
H -1.1796 -3.1790 5.6457 -0.73 -0.53 -0.53 0.452
H 0.2896 -2.3083 7.6241 -0.28 0.44 -0.08 0.460
H 2.5194 -1.1897 6.4961 -0.24 -0.45 0.08 0.449
N -2.7658 -1.1078 -2.9086 0.48 0.55 1.18 0.736
C -3.9623 -0.5204 -3.1609 -0.20 0.88 0.26 -0.460
C -4.6305 -1.2576 -4.0886 0.79 -0.44 0.48 -1.160
C -3.8212 -2.4102 -4.3596 -0.76 0.74 -1.02 -1.037
C -2.7064 -2.2706 -3.6076 1.19 -0.11 0.43 -0.435
H -2.0866 -0.7446 -2.2155 -0.58 -0.64 -0.44 0.077
H -4.2357 0.4105 -2.6799 0.04 -0.15 -0.14 0.714
H -5.5557 -0.9453 -4.4744 -0.99 -0.05 -0.62 0.547
H -3.9320 -3.0543 -5.2165 -0.20 -0.46 0.35 0.464
H -1.8622 -2.9042 -3.4447 0.34 -0.33 -0.31 0.495
N -4.6687 -0.2943 1.6150 -0.44 0.75 0.20 0.042
C -4.6826 0.6714 0.5913 -0.16 -2.42 -0.09 -0.631
C -4.3853 1.8780 1.1202 0.26 1.09 0.73 -0.170
C -4.1898 1.6687 2.5337 0.62 0.31 0.89 -0.477
C -4.4178 0.3371 2.8141 0.23 0.72 -0.49 -0.666
H -4.8098 -1.3012 1.5432 -0.08 0.18 -0.16 0.252
H -4.8935 0.3113 -0.4250 0.10 0.51 0.57 0.378
H -4.3622 2.8359 0.5817 0.12 -0.70 0.33 0.585
H -3.7494 2.3407 3.3158 -0.91 -0.38 -1.09 0.355
H -4.3959 -0.1231 3.8062 0.04 -0.20 -0.76 0.412
N -2.2008 2.3638 -1.9352 0.63 -0.49 0.08 1.525
C -2.3740 3.5367 -1.2654 0.00 0.98 -0.89 -0.748
C -2.9027 4.4484 -2.1672 -0.47 -0.38 -0.23 -0.937
C -3.0567 3.7337 -3.4065 -0.18 1.12 0.62 -0.684
C -2.5608 2.4925 -3.2424 -0.55 0.29 0.92 -1.049
H -1.8620 1.5101 -1.5271 0.37 -0.31 0.40 -0.264
H -1.9664 3.7101 -0.2864 -0.24 -0.27 0.27 0.642
H -3.2707 5.4583 -1.9801 0.41 -0.40 0.07 0.422
H -3.6119 4.0035 -4.2693 -0.06 0.62 -0.60 0.527
H -2.6335 1.7071 -3.9306 0.21 -1.15 -0.54 0.745
N 3.7010 -1.2571 1.0806 1.20 1.36 0.83 0.386
C 4.0927 -2.3599 1.7821 0.70 2.01 1.97 -0.243
C 4.7063 -1.8989 2.9454 -0.19 -0.18 -0.40 -0.977
C 4.7101 -0.4608 2.9267 -0.21 -1.29 0.68 -0.412
C 4.1032 -0.0892 1.7711 0.33 -0.40 -1.12 -0.778
H 3.4549 -1.3272 0.1168 -0.54 0.18 -0.45 0.255
H 3.8595 -3.3642 1.5723 -0.28 -0.75 -0.77 0.468
H 5.1534 -2.5538 3.6724 -0.09 0.03 0.28 0.391
H 5.0078 0.1949 3.7433 0.26 -0.17 -0.42 0.547
H 4.2109 0.9264 1.3720 -0.84 -0.77 -0.40 0.529
```
Positions in Å, forces in eV/Å.

## Properties
- E_HOMO (eV) = -8.18
- spin multiplicity = 1
- HOMO-LUMO gap (eV) = 8.4
- charge = 0

=====

(2)
Below is a 3-piece molecular cluster, C2H9NO4 overall at a distorted geometry, with properties calculated with wB97M-V/def2-TZVPD.

Structure (XYZ):
```
16
Properties=species:S:1:pos:R:3:forces:R:3:nbo_charge:R:1
H -0.7373 -0.5706 0.5532 -0.70 2.07 -1.67 0.485
O -0.0757 -1.6382 0.9275 0.01 -1.11 1.24 -0.913
O -1.3847 0.1193 0.0057 -0.05 -0.78 0.36 -0.764
H -0.7994 -1.8614 1.5315 0.34 -0.53 0.13 0.499
H -0.0382 -2.3142 0.2080 0.19 0.31 0.04 0.526
C -1.0845 1.3753 -0.2751 0.62 -0.12 0.30 0.773
O -1.7417 2.0314 -1.0461 0.04 0.01 0.20 -0.602
C 0.1602 1.9509 0.4248 0.05 0.86 0.10 -0.351
H 0.3544 2.8900 -0.0882 0.35 -0.13 -0.31 0.222
H -0.0580 2.3213 1.4323 -0.69 -0.35 0.02 0.207
N 1.3576 1.1507 0.5606 0.20 -0.23 0.05 -0.851
H 1.1916 0.2037 0.8506 0.01 -0.11 0.14 0.365
H 2.0303 1.1615 -0.1860 -0.23 0.16 -0.34 0.364
O 0.4706 -2.5980 -1.4521 -0.44 0.67 -0.27 -0.932
H -0.4182 -2.5351 -1.8321 0.01 -0.38 -0.11 0.485
H 0.7729 -1.6865 -1.6145 0.29 -0.34 0.12 0.486
```
Positions in Å, forces in eV/Å.

## Properties
- E_HOMO (eV) = -8.91
- spin multiplicity = 1
- HOMO-LUMO gap (eV) = 9.0
- relative energy (zero: lowest compared OMol25 entry of this formula, charge and spin) (eV) = 0.980
- charge = 0

=====

(3)
Below is a 4-piece molecular cluster, C4H4Cl12 overall at a distorted geometry, with properties calculated with wB97M-V/def2-TZVPD.

Structure (XYZ):
```
20
Properties=species:S:1:pos:R:3:forces:R:3:nbo_charge:R:1
C -39.8434 -7.1915 -3.3716 -1.20 1.09 0.37 -0.267
Cl -41.1355 -5.9260 -3.4700 0.31 -0.19 -0.38 -0.019
Cl -40.6742 -8.7436 -3.3306 0.61 -0.07 -0.07 0.033
Cl -38.9659 -6.8136 -1.8811 0.30 -0.57 -0.28 0.021
H -39.2177 -7.0731 -4.2562 -0.01 -0.28 0.35 0.238
C -34.5364 -11.2698 1.1919 -0.52 -0.05 0.22 -0.272
Cl -33.8722 -9.6526 1.5119 -0.25 -0.43 0.04 0.018
Cl -35.2652 -12.0152 2.6675 0.52 0.40 -0.62 0.000
Cl -33.3204 -12.3057 0.4565 -0.02 -0.04 0.16 0.027
H -35.3589 -11.1806 0.4823 0.25 0.13 0.20 0.226
C -44.1026 -8.7956 -0.4216 0.39 0.61 -0.11 -0.267
Cl -44.4504 -10.2602 0.4858 0.31 0.01 -0.25 0.039
Cl -44.0751 -9.0275 -2.1929 -0.26 -0.11 0.69 0.016
Cl -42.5349 -8.0199 0.0527 -0.70 -0.45 -0.01 -0.014
H -44.8919 -8.0949 -0.1491 0.26 -0.04 -0.35 0.230
C -39.7531 -10.4259 -0.3660 0.02 0.04 0.63 -0.289
Cl -38.0101 -10.6033 -0.5768 0.14 0.22 -0.06 -0.002
Cl -40.1680 -10.5465 1.3729 0.11 0.22 -0.50 0.007
Cl -40.5749 -11.6688 -1.2574 -0.42 -0.36 -0.33 0.034
H -40.0696 -9.4614 -0.7631 0.14 -0.12 0.29 0.242
```
Positions in Å, forces in eV/Å.

## Properties
- E_HOMO (eV) = -11.07
- spin multiplicity = 1
- HOMO-LUMO gap (eV) = 11.4
- relative energy (zero: lowest compared OMol25 entry of this formula, charge and spin) (eV) = 0.276
- charge = 0

=====

(4)
Below is one molecule with the formula C16H11Cl2NO2 at a distorted geometry, with properties calculated with wB97M-V/def2-TZVPD.

Structure (XYZ):
```
32
Properties=species:S:1:pos:R:3:forces:R:3:nbo_charge:R:1
O 0.7185 2.4714 0.8201 0.04 -1.21 -1.02 -0.494
Cl 4.2428 2.8811 -3.2210 -0.11 -0.22 -0.03 0.044
Cl 0.7624 -0.9146 -4.5152 0.36 0.53 0.22 0.023
N 2.4385 0.9965 -3.6741 -0.02 -0.25 -0.28 -0.420
O -0.9681 -1.2205 2.1578 0.69 -0.40 0.17 -0.422
C 0.5277 1.4432 0.1639 0.89 2.43 0.93 0.550
C -0.2518 0.3774 0.7310 -0.93 -1.89 1.24 -0.263
C 0.0797 -0.3675 1.8372 -1.07 0.70 -0.40 0.396
C 2.8923 1.8926 -2.7990 -2.09 -0.80 0.56 0.173
C 1.3586 0.2682 -3.3715 1.10 1.00 0.60 0.190
C -4.0645 -1.3385 0.0664 1.06 0.10 1.23 -0.211
C -3.6812 -0.2941 -0.7904 -0.03 0.32 0.63 -0.218
C -3.1622 -1.7171 1.0986 -0.15 -0.74 0.21 -0.237
C 2.2260 2.0961 -1.5718 0.76 0.61 0.49 -0.208
C 0.7141 0.3802 -2.1456 -1.03 -1.18 0.00 -0.243
C -2.4599 0.3669 -0.6457 -0.92 -0.94 0.05 -0.222
C -1.9501 -1.0582 1.2288 -0.20 0.61 -0.88 0.257
C 1.1512 1.2855 -1.1763 0.74 0.23 -1.95 -0.106
C -1.5869 -0.0575 0.3349 0.92 0.37 0.03 -0.022
C 2.2163 -1.5299 2.6035 -0.71 -0.48 -0.50 -0.599
C 1.2704 -0.3145 2.7401 0.28 -0.73 0.01 -0.463
H -5.0705 -1.7739 0.0668 0.57 0.09 -0.32 0.227
H -4.3787 0.1301 -1.4917 -0.21 -0.22 -0.27 0.217
H -3.2980 -2.5555 1.7978 -0.56 0.45 -0.41 0.228
H 2.5796 2.8967 -0.9094 -0.17 -0.49 -0.20 0.251
H -0.1430 -0.3032 -2.0312 0.46 0.53 0.41 0.248
H -2.2498 1.2016 -1.2659 0.30 0.57 -0.52 0.216
H 1.6733 -2.4131 2.9557 0.35 0.04 0.31 0.212
H 2.4552 -1.7885 1.5650 -0.03 0.45 0.01 0.209
H 3.1619 -1.3943 3.1246 -0.18 0.00 0.23 0.219
H 1.8120 0.5862 2.5199 0.17 0.54 -0.25 0.233
H 0.9842 -0.2330 3.7966 -0.29 -0.02 -0.29 0.234
```
Positions in Å, forces in eV/Å.

## Properties
- E_HOMO (eV) = -8.78
- spin multiplicity = 1
- HOMO-LUMO gap (eV) = 8.0
- relative energy (zero: lowest compared OMol25 entry of this formula, charge and spin) (eV) = 0.000
- charge = 0